# 1
# C18H53N2O10

8 unconnected molecules or ions with the total composition C18H53N2O10 (ωB97M-V with the def2-TZVPD basis set, the Open Molecules 2025 dataset).

Values from the calculation:
LUMO energy = 2.199 eV
Total charge = -1
HOMO-LUMO gap = 0.284 hartree

CARTESIAN COORDINATES (ANGSTROEM)
C -1.17 -1.27 0.94
O -1.46 -2.24 -0.12
H -1.85 -0.50 0.91
H -0.14 -0.87 0.84
H -1.24 -1.61 1.91
C -2.72 -0.14 -2.70
O -3.00 -1.44 -2.19
H -3.66 0.43 -2.93
H -1.84 -0.20 -3.52
H -2.23 0.43 -1.87
H -2.26 -1.65 -1.53
C -4.35 1.85 0.26
O -4.38 2.80 -0.79
H -4.07 2.35 1.16
H -3.67 1.07 -0.15
H -5.35 1.45 0.48
H -3.76 3.45 -0.61
C -1.39 -5.32 0.51
O -1.01 -4.39 1.44
H -1.67 -4.81 -0.44
H -2.25 -5.91 0.96
H -0.48 -5.95 0.43
H -1.22 -3.45 1.17
C 1.32 -1.38 -1.70
O 0.59 -2.56 -1.69
H 1.93 -1.15 -0.80
H 0.69 -0.59 -1.62
H 1.97 -1.35 -2.67
H -0.13 -2.34 -1.06
C -4.62 -1.73 1.15
O -3.75 -2.81 1.40
H -4.59 -1.02 1.87
H -5.66 -2.03 1.20
H -4.73 -1.30 0.11
H -2.94 -2.67 0.85
C 2.01 -2.31 2.07
O 3.36 -1.99 1.79
C 4.04 -3.05 1.14
C 5.24 -2.42 0.51
N 5.81 -3.41 -0.41
C 6.96 -2.97 -1.28
C 7.45 -4.13 -2.11
O 8.37 -3.56 -3.04
C 7.76 -3.29 -4.27
H 1.91 -3.30 2.68
H 1.62 -2.64 1.00
H 1.40 -1.45 2.47
H 3.55 -3.47 0.09
H 4.32 -3.73 2.06
H 5.95 -2.03 1.27
H 4.90 -1.56 -0.13
H 5.13 -3.62 -1.09
H 7.58 -2.44 -0.75
H 6.60 -2.46 -2.06
H 6.72 -4.54 -2.65
H 8.11 -4.90 -1.76
H 7.63 -4.06 -5.03
H 8.58 -2.65 -4.51
H 6.70 -2.59 -4.26
C -0.97 1.41 3.07
O -0.91 2.74 2.64
C -1.14 3.05 1.22
C -1.54 4.36 1.02
N -2.30 4.59 -0.26
C -3.25 5.72 -0.24
C -2.56 7.19 0.25
O -3.52 8.23 0.19
C -4.50 8.25 1.24
H -2.00 0.97 3.08
H -0.89 1.21 4.10
H -0.29 0.66 2.60
H -1.82 2.39 0.84
H -0.16 3.05 0.79
H -0.62 5.07 1.09
H -2.13 4.75 1.80
H -1.74 4.68 -0.98
H -4.18 5.47 0.44
H -3.79 6.08 -1.09
H -1.85 7.21 -0.40
H -1.94 7.22 1.13
H -5.28 8.98 0.93
H -4.07 8.74 2.18
H -5.14 7.42 1.45

***

# 2
# C18H54AlN9O3P3

A molecular structure, C18H54AlN9O3P3 (ωB97M-V with the def2-TZVPD basis set, the Open Molecules 2025 dataset).

Values from the calculation:
LUMO energy = -13.259 eV
Total charge = +3
HOMO-LUMO gap = 0.055 hartree

CARTESIAN COORDINATES (ANGSTROEM)
Al 0.98 -0.02 -0.88
O 2.15 -0.20 -3.46
P 2.07 -0.40 -4.99
N 1.76 1.17 -5.70
C 0.44 1.77 -5.52
C 2.84 2.16 -5.79
N 0.79 -1.37 -5.48
C 0.60 -2.66 -4.73
C 0.13 -1.27 -6.69
N 3.44 -1.10 -5.73
C 3.90 -0.81 -7.08
C 4.35 -1.99 -5.01
H -0.38 1.10 -5.28
H 0.20 2.34 -6.41
H 0.46 2.49 -4.69
H 2.73 2.78 -6.68
H 3.84 1.72 -5.83
H 2.94 2.78 -4.90
H -0.04 -2.57 -3.85
H 0.20 -3.43 -5.38
H 1.50 -3.14 -4.34
H 0.81 -1.36 -7.54
H -0.70 -1.96 -6.57
H -0.22 -0.24 -6.80
H 3.06 -0.64 -7.75
H 4.51 0.09 -7.17
H 4.48 -1.66 -7.44
H 5.40 -1.70 -5.08
H 4.29 -2.98 -5.46
H 3.95 -2.21 -4.02
O 1.52 -0.22 1.99
P 1.60 0.01 3.50
N 1.18 -1.39 4.45
C 1.12 -2.65 3.76
C 1.17 -1.53 5.89
N 0.53 1.24 3.99
C 0.58 2.56 3.36
C -0.40 1.12 5.10
N 3.18 0.58 4.01
C 4.30 0.43 3.05
C 3.40 1.47 5.16
H 0.78 -2.74 2.72
H 0.38 -3.19 4.34
H 2.03 -3.21 3.96
H 1.71 -2.42 6.22
H 0.18 -1.55 6.34
H 1.66 -0.61 6.21
H 1.48 2.80 2.79
H -0.31 2.78 2.77
H 0.39 3.28 4.16
H -1.39 1.55 4.95
H -0.32 0.12 5.53
H 0.00 1.79 5.86
H 4.82 -0.49 3.33
H 3.91 0.29 2.04
H 4.84 1.37 3.02
H 4.27 1.21 5.76
H 2.52 1.54 5.81
H 3.54 2.50 4.84
O -1.37 -0.26 0.79
P -2.81 0.05 1.13
N -3.40 1.61 0.54
C -4.01 1.62 -0.80
C -2.98 2.95 1.07
N -3.24 0.19 2.77
C -4.39 1.04 3.22
C -2.67 -0.75 3.75
N -4.05 -1.04 0.60
C -3.72 -2.45 0.64
C -5.51 -0.86 0.83
H -5.04 1.92 -0.66
H -4.07 0.61 -1.22
H -3.53 2.13 -1.63
H -3.23 3.17 2.11
H -3.45 3.80 0.58
H -1.90 3.12 0.99
H -5.17 0.60 3.84
H -3.95 1.71 3.96
H -4.89 1.51 2.37
H -2.51 -0.41 4.77
H -3.29 -1.64 3.84
H -1.73 -1.14 3.35
H -2.78 -2.47 0.09
H -3.55 -2.85 1.64
H -4.45 -3.04 0.09
H -5.69 0.21 0.91
H -5.74 -1.34 1.78
H -6.02 -1.33 -0.01

***

| no. | strongest force on any atom (eV/A) |
| --- | --- |
| 1 | 6.853 |
| 2 | 4.462 |